## A
Molecular formula: C7H10N
Method: DFT, ωB97M-V/def2-TZVPD

Computed properties:
E_HOMO: -14.140 eV
Kohn-Sham gap: 8.462 eV
total charge: +1

Each line ends with the Mulliken charge.
Positions of all 18 atoms, in Å:
N (-2.512, 0.333, -0.061)  -0.17
C (1.478, -1.197, -0.332)  -0.57
C (0.445, -1.049, 0.667)  -0.04
C (0.126, 0.299, 0.918)  -0.09
C (-3.137, -0.903, -0.079)  -0.30
C (-3.790, 0.329, -0.256)  0.09
C (1.702, 0.208, -0.909)  -0.62
C (1.142, 1.157, 0.162)  -0.77
H (1.298, -1.981, -1.069)  0.39
H (2.368, -1.543, 0.221)  0.32
H (-0.110, 0.583, 1.945)  0.50
H (2.749, 0.407, -1.123)  0.36
H (0.699, 2.048, -0.274)  0.37
H (-0.020, -1.895, 1.160)  0.43
H (-0.911, 0.407, 0.428)  0.12
H (-4.596, 1.008, -0.410)  0.36
H (1.146, 0.309, -1.841)  0.32
H (1.924, 1.479, 0.853)  0.32

=====

## B
Molecular formula: C7H10N
Method: DFT, ωB97M-V/def2-TZVPD

Computed properties:
E_HOMO: -13.953 eV
Kohn-Sham gap: 7.914 eV
total charge: +1

Each line ends with the Mulliken charge.
Positions of all 18 atoms, in Å:
N (-0.838, -0.815, 0.954)  -0.48
C (0.642, 1.461, 1.652)  -1.24
C (-0.418, -2.019, 0.970)  0.00
C (-0.079, 1.323, 0.477)  0.51
C (-0.556, -1.411, -0.324)  0.52
C (-1.044, -1.045, -1.647)  -0.83
C (0.544, 0.745, -0.832)  -0.67
C (0.371, -0.658, -1.218)  -0.16
H (0.162, 1.093, 2.626)  0.35
H (1.645, 0.930, -0.779)  0.42
H (-1.890, -0.359, -1.821)  0.26
H (0.873, 2.517, 1.919)  0.40
H (1.266, -1.001, -1.847)  0.35
H (-1.073, 1.674, 0.687)  0.29
H (-1.236, -1.867, -2.415)  0.27
H (-0.260, -2.928, 1.703)  0.35
H (0.196, 1.344, -1.784)  0.32
H (1.696, 1.016, 1.680)  0.34

=====

Which structure loses on stability? B does.